Record 1
124
Properties=species:S:1:pos:R:3:lowdin_charge:R:1 method="wB97M-V/def2-TZVPD" spin_multiplicity=2 e_homo_ha="-0.0025 / -0.2422" gap_ev="2.3 / 8.8" energy_ev=-68775.1450 charge=-1
C 0.30832 0.23836 -0.47708 -0.6879
O -0.69759 0.66269 0.06611 -0.0161
N 1.26681 1.00652 -0.91136 0.1891
N 0.54609 -1.10126 -0.47648 0.1865
H 1.94272 0.52833 -1.48980 0.0510
H 1.25442 2.01622 -0.89004 0.0779
H 1.34067 -1.44603 -0.99597 0.0415
H -0.00838 -1.77531 0.03177 0.0778
C -2.50894 5.09722 -0.64133 -0.8178
O -2.02988 5.78560 -1.51691 0.0037
N -3.39878 5.48574 0.19413 0.1691
N -2.01430 3.90725 -0.41998 0.1853
H -3.89048 6.34195 -0.01853 0.1183
H -3.88424 4.85418 0.81506 0.1163
H -1.25329 3.40126 -0.85003 0.1053
H -2.41156 3.41616 0.36813 0.0668
C 4.36043 0.27008 1.26026 -0.1471
O 5.07595 1.00251 2.25224 -0.2121
C 4.11589 1.76619 3.07985 -0.1949
C 4.84944 2.38593 4.23189 -0.2449
N 5.36391 3.65785 3.83660 -0.0736
C 6.18896 4.24471 4.88474 -0.1999
C 6.90210 5.42585 4.21243 -0.2267
O 8.05246 4.91284 3.55633 -0.1938
C 8.47658 5.74484 2.49441 -0.1120
H 3.82909 1.01971 0.67389 0.0641
H 3.67669 -0.51781 1.57623 0.0713
H 5.06994 -0.19507 0.57590 0.0687
H 3.46657 0.98674 3.47851 0.1009
H 3.49171 2.44906 2.50349 0.1227
H 5.53233 1.68297 4.70897 0.1232
H 4.14466 2.57080 5.04258 0.1143
H 5.89098 3.54795 2.98207 0.1130
H 6.82392 3.48565 5.34163 0.1174
H 5.50238 4.60571 5.65050 0.1144
H 7.18206 6.12559 4.99989 0.1133
H 6.19383 5.89927 3.53250 0.1197
H 9.38924 5.40362 2.00581 0.0848
H 8.64093 6.75335 2.87387 0.0838
H 7.68582 5.69233 1.74605 0.0856
C 0.63418 3.28587 6.75257 -0.1237
O 0.45626 2.15725 5.94615 -0.1691
C 0.03343 2.45915 4.68992 -0.2470
C 0.22457 1.13250 3.89525 -0.2135
N -0.85647 0.24407 4.07222 -0.0697
C -0.56502 -1.04004 3.43208 -0.1926
C -1.60008 -2.08872 3.78858 -0.2086
O -1.09710 -2.71546 4.94910 -0.2129
C -1.64068 -3.95859 5.33358 -0.1083
H 0.70542 2.96744 7.79259 0.0858
H -0.19950 3.98571 6.81001 0.0825
H 1.50565 3.88774 6.49491 0.0848
H 0.51179 3.29680 4.18236 0.1168
H -0.97674 2.86533 4.74139 0.1194
H 1.20023 0.73279 4.17168 0.1051
H 0.32293 1.31246 2.82472 0.1181
H -1.00083 -0.09942 5.01098 0.1131
H 0.40553 -1.26863 3.87240 0.1196
H -0.51984 -0.88920 2.35352 0.1016
H -1.65982 -2.78606 2.95296 0.1137
H -2.58858 -1.65565 3.94163 0.1277
H -1.27971 -4.17658 6.33871 0.0843
H -1.23878 -4.75086 4.70202 0.0815
H -2.72645 -3.91735 5.24700 0.0844
C 0.38342 -5.62888 -3.77647 -0.1311
O 0.52536 -4.47626 -2.96583 -0.2149
C 1.04747 -3.38913 -3.77074 -0.2278
C -0.01867 -2.38798 -3.98854 -0.2568
N -1.00795 -2.90121 -4.89837 -0.0297
C -2.10908 -1.94885 -4.94538 -0.2287
C -3.06960 -2.33857 -6.00348 -0.2263
O -3.73444 -3.56365 -5.57570 -0.2124
C -4.57239 -4.13221 -6.62428 -0.0765
H 1.39324 -5.87869 -4.10199 0.0814
H -0.28856 -5.50884 -4.62625 0.0763
H 0.07774 -6.44591 -3.12292 0.0845
H 1.48697 -3.71275 -4.71425 0.1204
H 1.79804 -2.80917 -3.23373 0.0822
H 0.43030 -1.43830 -4.27948 0.1254
H -0.49516 -2.19440 -3.02751 0.0976
H -1.32099 -3.79744 -4.55358 0.0837
H -1.77037 -0.93239 -5.14585 0.1273
H -2.68363 -2.02848 -4.02253 0.0992
H -2.58110 -2.28855 -6.97660 0.1216
H -3.81544 -1.54538 -6.05524 0.1151
H -4.88477 -5.14797 -6.38192 0.0808
H -3.95197 -4.14897 -7.52033 0.0787
H -5.43104 -3.47066 -6.73908 0.0824
C -2.22332 -3.76905 -0.91247 -0.1018
O -3.59455 -3.46278 -0.86741 -0.2174
C -4.37730 -3.90358 -2.00699 -0.1909
C -5.67068 -3.11771 -2.22546 -0.2182
N -5.44551 -1.83357 -2.87134 -0.0315
C -4.68143 -0.94117 -1.90788 -0.1670
C -4.47674 0.42988 -2.55570 -0.2385
O -3.61308 0.47524 -3.69067 -0.2095
C -3.19425 1.82391 -4.05495 -0.0701
H -1.75081 -3.29319 -0.05317 0.0715
H -1.72644 -3.54708 -1.85689 0.0643
H -2.16391 -4.83666 -0.70082 0.0855
H -4.71993 -4.90311 -1.73934 0.1095
H -3.78151 -4.04569 -2.90862 0.1069
H -6.31473 -3.08142 -1.34683 0.1176
H -6.31563 -3.65532 -2.92052 0.1057
H -4.85488 -1.98895 -3.67577 0.0696
H -3.69334 -1.32411 -1.65268 0.1084
H -5.21978 -0.63949 -1.00940 0.1248
H -4.08363 0.98357 -1.70307 0.1098
H -5.43963 0.89106 -2.77537 0.1159
H -2.31724 2.18353 -3.51678 0.0754
H -3.98351 2.55341 -3.87329 0.0823
H -2.90251 1.68179 -5.09553 0.0793
O 3.13612 -3.07714 -0.96312 -0.2596
H 3.99582 -3.49348 -0.90144 -0.0311
H 2.64645 -3.42618 -0.21839 -0.0376
O 3.23980 -0.63333 -2.16090 -0.1523
H 3.89407 -0.35122 -2.80011 0.0302
H 3.52583 -1.50704 -1.89436 -0.0348
O 1.65068 3.53609 -2.19350 -0.0539
H 1.15615 4.11634 -2.77228 0.0441
H 2.46824 4.00468 -2.02538 0.0428
O -2.71084 1.48589 1.37900 -0.0891
H -2.27572 1.31955 2.21520 0.0023
H -2.10715 1.14040 0.72142 -0.0470

Record 2
114
Properties=species:S:1:pos:R:3:lowdin_charge:R:1 method="wB97M-V/def2-TZVPD" e_homo_ha=-0.3391 smiles=CC(C)O.CC(C)O.CC(C)O.CC(C)O.CC(C)O.CC(C)O.CC(C)O.CO.CO.CO.CO.CO gap_ev=9.4 energy_ev=-52753.4747 charge=0
C -2.02549 3.23605 -1.22793 -0.1213
O -3.31649 2.74105 -1.32993 -0.1572
H -1.64649 2.72705 -2.07993 0.0625
H -1.40549 2.99105 -0.30893 0.1068
H -2.11949 4.34405 -1.37093 0.1123
H -3.63649 2.91405 -2.24493 0.1491
C -3.58349 1.61205 1.97807 -0.1026
O -3.29949 1.00005 0.74107 -0.1746
H -4.33349 2.38805 1.81707 0.0936
H -2.60349 1.97905 2.37107 0.0830
H -4.01949 0.97005 2.72407 0.0949
H -3.24949 1.68305 0.04007 0.0605
C 1.78751 -2.47295 -2.17993 -0.1824
O 2.31251 -3.38295 -3.07993 -0.1095
H 2.62451 -1.96895 -1.71093 0.0499
H 1.23751 -2.88295 -1.38893 0.0415
H 1.07751 -1.78895 -2.69693 0.0871
H 2.74551 -4.05695 -2.52293 0.0456
C -4.41149 -2.00795 1.13907 -0.1740
O -5.17049 -0.81695 1.12907 -0.1507
H -3.65049 -2.01995 1.96507 0.0852
H -3.87349 -1.99995 0.15007 0.0741
H -5.07749 -2.88295 1.13407 0.0873
H -4.46049 -0.12795 1.05507 0.0082
C -1.64349 -4.16195 0.81907 -0.1606
O -1.34649 -3.33395 -0.27793 -0.1055
H -2.31849 -3.70695 1.43007 0.0245
H -0.81349 -4.36095 1.48807 0.0805
H -2.04849 -5.11095 0.65307 0.0705
H -1.16349 -2.46995 0.06907 0.0067
C 1.10651 4.32205 1.95907 -0.0340
C 2.62351 4.49705 2.05107 -0.6744
C 3.23051 3.15905 2.30507 -0.0663
O 3.11551 4.75105 0.96207 0.0182
H 0.60051 3.85405 2.83407 0.0951
H 0.87151 3.62505 1.16707 0.0333
H 0.63051 5.28805 1.70207 0.0881
H 2.89551 5.22805 2.83407 0.1503
H 4.28851 3.24505 2.44907 0.0735
H 3.04351 2.41305 1.54207 0.0483
H 2.84751 2.71105 3.29107 0.1111
H 4.08651 4.79505 1.06407 0.1441
C -0.18949 1.01905 1.68207 -0.0205
C -0.28449 -0.31795 0.96207 -0.5849
C 0.70951 -1.34695 1.53907 0.0124
O -1.39549 -0.91295 0.96607 -0.0178
H -0.39849 0.91605 2.74607 0.1044
H -0.85149 1.72405 1.22307 0.0343
H 0.79351 1.43405 1.50707 0.0551
H -0.13549 -0.07695 -0.10493 0.1201
H 0.69751 -2.21395 0.97107 0.0361
H 0.44751 -1.51495 2.56507 0.0968
H 1.68751 -0.89795 1.37907 0.0591
H -2.07249 -0.26195 1.00907 0.0511
C 1.22351 2.32105 -1.63893 -0.0296
C 2.40551 1.47905 -1.96293 -0.5915
C 3.16851 0.96805 -0.71693 -0.0134
O 2.15651 0.41005 -2.57693 -0.0052
H 1.54051 3.07805 -0.91393 0.0902
H 0.44451 1.73805 -1.24093 0.0344
H 0.81151 2.86305 -2.41293 0.0618
H 3.10151 2.03405 -2.56693 0.1360
H 3.89051 1.73005 -0.39193 0.0806
H 3.80351 0.09905 -0.85593 0.0521
H 2.51451 0.66405 0.11907 0.0610
H 1.46051 0.56105 -3.23893 0.1207
C -4.63449 6.71605 0.98707 -0.0393
C -3.77749 5.50205 0.70707 -0.6376
C -3.18149 4.94005 2.00907 -0.0417
O -4.44949 4.51905 0.31607 0.0092
H -5.28149 6.57305 1.89307 0.0929
H -5.33349 6.89705 0.13107 0.0901
H -3.99649 7.60905 1.19407 0.0893
H -2.97849 5.73405 0.05407 0.1166
H -2.57049 5.60705 2.62007 0.0806
H -2.53849 4.12505 1.65607 0.0574
H -3.93649 4.64705 2.67907 0.0680
H -3.93449 3.98305 -0.27193 0.0349
C -3.98149 -0.42495 -2.37093 0.0042
C -2.76949 0.12705 -3.22393 -0.6442
C -1.56349 -0.07595 -2.30093 -0.0385
O -2.54549 -0.34595 -4.34093 0.0510
H -4.87349 -0.05595 -2.78693 0.0654
H -3.93549 -0.06995 -1.34993 0.0463
H -3.79149 -1.50595 -2.30893 0.0943
H -2.87649 1.22105 -3.41193 0.1334
H -1.40049 -1.15695 -2.20193 0.0955
H -1.73949 0.36305 -1.32693 0.0508
H -0.69649 0.41905 -2.80593 0.0838
H -2.53749 -1.32195 -4.19393 0.1505
C 0.82251 -6.11195 -0.53593 -0.0250
C 2.16251 -5.59895 -0.10393 -0.6692
C 2.96651 -6.70395 0.52607 -0.0361
O 2.82151 -5.13295 -1.04993 -0.0224
H 0.83751 -7.00895 -1.17893 0.1023
H 0.30851 -5.28895 -0.98893 0.0636
H 0.21551 -6.29595 0.34407 0.0725
H 1.96351 -4.77795 0.56307 0.1302
H 3.31451 -7.46595 -0.22193 0.1089
H 2.35351 -7.27295 1.22607 0.0745
H 3.75651 -6.28495 1.17007 0.0776
H 3.65351 -4.75695 -0.64493 0.1015
C 5.33751 -2.59595 -1.26493 -0.0195
C 5.22851 -2.98595 0.18007 -0.5995
C 3.96851 -2.38595 0.90907 -0.0115
O 5.15851 -4.22295 0.33707 -0.0137
H 5.50251 -1.52795 -1.24593 0.0835
H 4.53951 -2.80595 -1.95893 0.0712
H 6.21451 -3.01695 -1.64993 0.0683
H 6.16051 -2.65295 0.71307 0.1525
H 4.03251 -1.31395 0.95907 0.0586
H 3.83451 -2.66095 1.92807 0.0701
H 3.03151 -2.82895 0.43507 0.0796
H 5.70151 -4.74195 -0.28893 0.1529